Record 1
This record from the Open Molecules 2025 dataset describes C25H28N3O6SSiTl as an isolated structure at a distorted geometry. The level of theory is ωB97M-V/def2-TZVPD.

The highest occupied orbital energy is -0.109 hartree. The calculation puts the electronic energy at -66547.3146 eV. Its strongest force on any atom is 1.27 eV Å⁻¹. Its charge is -2. As for the spin multiplicity: 1.

```
65
Properties=species:S:1:pos:R:3:mulliken_charge:R:1
Tl 0.91 -0.36 1.80 0.882
O 5.08 1.23 0.66 -0.789
C 3.88 1.03 0.90 0.284
O 3.38 0.40 1.86 -0.711
C 2.89 1.71 -0.08 0.315
C 3.41 2.59 -1.02 -0.446
C 2.54 3.29 -1.83 -0.474
C 1.18 3.10 -1.66 -0.724
C 0.73 2.20 -0.71 0.189
N 1.58 1.51 0.06 0.025
C -0.79 2.16 -0.53 0.211
O -1.36 3.23 -0.73 -0.657
O -1.36 1.04 -0.26 -0.230
H 4.48 2.70 -1.08 0.486
H 2.91 3.99 -2.58 0.377
H 0.46 3.65 -2.25 0.467
S -1.90 -3.81 -1.41 -0.526
C -2.03 -2.36 -0.80 0.767
N -2.16 -1.28 -0.33 -0.298
C -4.72 -1.11 -0.40 -1.891
Si -3.22 0.19 -0.43 0.437
C -3.46 0.74 -2.29 2.917
C -4.96 0.98 -2.58 -2.053
C -2.72 2.00 -2.75 -2.424
C -2.97 -0.40 -3.19 -1.976
C -3.84 1.15 1.16 2.432
C -3.38 2.60 1.28 -2.049
C -3.31 0.38 2.38 -1.655
C -5.38 1.18 1.29 -2.087
H -5.72 -0.68 -0.52 0.394
H -4.71 -1.66 0.55 0.360
H -4.59 -1.86 -1.18 0.426
H -5.38 1.71 -1.89 0.240
H -5.53 0.05 -2.49 0.345
H -5.08 1.36 -3.60 0.557
H -2.92 2.86 -2.11 0.395
H -3.03 2.25 -3.77 0.584
H -1.65 1.84 -2.76 0.389
H -3.48 -1.34 -2.96 0.289
H -1.90 -0.56 -3.05 0.345
H -3.16 -0.16 -4.24 0.510
H -2.30 2.68 1.34 0.265
H -3.80 3.06 2.19 0.553
H -3.70 3.19 0.42 0.375
H -2.22 0.42 2.41 0.099
H -3.61 -0.67 2.35 0.242
H -3.70 0.83 3.31 0.487
H -5.85 1.64 0.42 0.242
H -5.64 1.78 2.17 0.570
H -5.79 0.19 1.43 0.399
O 2.71 -1.22 -2.08 -0.722
C 2.66 -2.02 -1.15 -0.241
N 2.00 -1.88 0.03 0.116
C 2.19 -2.98 0.80 0.360
O 1.75 -3.16 1.93 -0.821
C 3.03 -3.98 0.05 0.134
C 3.48 -5.24 0.37 -0.445
C 4.24 -5.91 -0.58 -0.385
C 4.54 -5.33 -1.80 -0.393
C 4.08 -4.04 -2.11 -0.368
C 3.32 -3.39 -1.17 0.285
H 3.24 -5.68 1.33 0.446
H 4.61 -6.91 -0.36 0.358
H 5.14 -5.87 -2.53 0.364
H 4.32 -3.58 -3.06 0.448
```

***

Record 2
This record from the Open Molecules 2025 dataset describes a 17-piece molecular cluster, C27H14Cl65F3N4O6S overall at a distorted geometry. The level of theory is ωB97M-V/def2-TZVPD.

The highest occupied orbital energy is -0.349 hartree. The calculation puts the electronic energy at -879405.3206 eV. Its strongest force on any atom is 1.91 eV Å⁻¹. As for the spin multiplicity: 1.

```
120
Properties=species:S:1:pos:R:3:mulliken_charge:R:1
C -3.69 -0.25 -1.36 -1.581
C -3.38 -1.68 -0.93 1.472
O -4.64 -2.28 -0.62 -0.610
C -2.64 -2.47 -1.98 -0.691
N -2.13 -3.77 -1.53 0.229
C -0.68 -3.86 -1.42 -0.918
C -0.17 -2.92 -0.35 -0.099
O 0.13 -1.59 -0.80 -0.741
C 1.23 -1.39 -1.61 2.405
C 0.79 -1.34 -3.03 -0.804
N 0.53 -1.34 -4.15 -0.553
C 2.32 -2.46 -1.53 -1.944
O 3.50 -2.06 -2.18 -0.158
N 3.78 -2.92 -3.29 0.098
O 4.72 -2.57 -3.85 -0.251
C 1.81 0.05 -1.21 1.211
Cl 3.03 -0.05 0.07 0.014
C 0.70 0.80 -0.61 -0.679
N -0.18 1.38 -0.17 -0.563
S 2.38 1.05 -2.66 1.015
O 1.26 1.66 -3.30 -0.487
O 3.30 0.34 -3.49 -0.553
C 3.36 2.46 -1.92 0.496
F 3.49 3.35 -2.94 -0.184
F 2.67 3.05 -0.91 -0.096
F 4.57 2.08 -1.50 -0.209
H -3.37 -0.03 -2.38 0.265
H -3.13 0.43 -0.71 0.289
H -4.73 -0.01 -1.20 0.433
H -2.85 -1.59 0.02 -0.231
H -4.48 -3.15 -0.26 0.289
H -3.35 -2.63 -2.79 0.406
H -1.85 -1.84 -2.40 -0.188
H -2.52 -4.53 -2.07 0.128
H -0.45 -4.87 -1.07 0.525
H -0.17 -3.75 -2.38 0.458
H -1.01 -2.82 0.32 -0.160
H 0.62 -3.35 0.27 0.573
H 1.99 -3.40 -1.96 0.704
H 2.56 -2.67 -0.49 0.718
C -3.16 -2.88 3.36 0.179
Cl -2.87 -3.36 1.68 0.053
Cl -4.77 -2.18 3.50 -0.099
Cl -3.03 -4.31 4.39 -0.057
Cl -1.95 -1.69 3.83 -0.085
C -0.37 5.41 -2.26 0.202
Cl 0.97 6.25 -1.47 -0.085
Cl -1.81 6.44 -2.25 -0.090
Cl 0.07 5.05 -3.93 -0.091
Cl -0.71 3.92 -1.38 -0.017
C -6.86 3.06 -0.67 0.241
Cl -7.49 2.96 0.98 -0.105
Cl -7.16 4.68 -1.30 -0.087
Cl -5.13 2.72 -0.68 0.046
Cl -7.69 1.87 -1.67 -0.104
C -0.64 8.93 1.28 0.272
Cl 0.55 9.16 2.57 -0.095
Cl -2.01 10.01 1.53 -0.103
Cl 0.11 9.29 -0.28 -0.083
Cl -1.20 7.25 1.31 0.017
C -10.64 7.27 -0.72 0.330
Cl -9.80 5.97 0.12 -0.015
Cl -9.98 7.44 -2.35 -0.109
Cl -12.37 6.90 -0.82 -0.106
Cl -10.42 8.79 0.16 -0.096
C -1.57 -7.87 3.33 0.260
Cl -2.41 -6.90 2.10 0.028
Cl -1.49 -9.56 2.83 -0.082
Cl 0.07 -7.25 3.54 -0.111
Cl -2.46 -7.74 4.85 -0.084
C 2.25 4.53 3.06 0.158
Cl 2.58 4.02 1.41 0.162
Cl 0.62 5.20 3.16 0.037
Cl 2.41 3.13 4.14 -0.095
Cl 3.42 5.77 3.53 -0.110
C -2.64 2.97 4.77 0.116
Cl -3.41 3.54 3.28 -0.003
Cl -3.39 1.44 5.26 -0.081
Cl -0.92 2.71 4.47 0.044
Cl -2.85 4.16 6.05 -0.097
C 6.32 1.77 3.97 0.085
Cl 8.02 1.29 3.82 -0.067
Cl 5.64 1.07 5.44 -0.088
Cl 6.19 3.53 4.03 -0.034
Cl 5.43 1.15 2.57 0.086
C -6.03 -9.74 1.18 0.238
Cl -5.95 -9.94 -0.57 -0.063
Cl -7.60 -9.06 1.62 -0.107
Cl -5.81 -11.30 1.98 -0.110
Cl -4.73 -8.64 1.68 0.041
C 10.81 4.17 1.95 0.329
Cl 11.32 2.60 1.33 -0.098
Cl 9.06 4.35 1.73 -0.037
Cl 11.20 4.28 3.67 -0.080
Cl 11.64 5.46 1.07 -0.101
C 8.37 4.41 7.44 0.243
Cl 9.22 3.47 8.67 -0.103
Cl 8.38 6.12 7.90 -0.102
Cl 9.18 4.23 5.89 0.008
Cl 6.69 3.85 7.34 -0.061
C 5.94 -5.99 -5.20 0.346
Cl 6.87 -4.56 -5.64 -0.075
Cl 4.30 -5.83 -5.83 -0.095
Cl 6.69 -7.44 -5.88 -0.082
Cl 5.89 -6.14 -3.44 -0.107
C -5.27 -6.93 -3.69 0.281
Cl -4.29 -8.32 -3.22 -0.096
Cl -4.87 -6.45 -5.34 -0.104
Cl -6.98 -7.36 -3.59 -0.092
Cl -4.94 -5.58 -2.59 -0.026
C -5.93 7.03 4.30 0.240
Cl -6.99 8.44 4.42 -0.113
Cl -5.26 6.66 5.89 -0.082
Cl -6.84 5.64 3.72 -0.043
Cl -4.61 7.37 3.17 -0.011
C 8.76 -5.95 -9.22 0.339
Cl 9.10 -7.61 -9.74 -0.097
Cl 7.01 -5.69 -9.21 -0.071
Cl 9.42 -5.70 -7.60 -0.077
Cl 9.51 -4.82 -10.35 -0.097
```

***

Record 3
This record from the Open Molecules 2025 dataset describes C9H11BF4N2OPtSe as an isolated structure at a distorted geometry. The level of theory is ωB97M-V/def2-TZVPD.

The highest occupied orbital energy (spin up / spin down) is -0.588 / -0.623 hartree. The value obtained for the relative energy (zero: lowest compared OMol25 entry of this formula, charge and spin) is 0.0 kcal/mol. The calculation puts the electronic energy at -94658.6653 eV. Its strongest force on any atom is 5.97 eV Å⁻¹. Its charge is +2. Its expectation value of S² is 6.0478. As for the spin multiplicity: 5.

```
30
Properties=species:S:1:pos:R:3:lowdin_spin:R:1
Pt -0.88 0.55 -0.63 1.788
O -2.06 -0.44 0.74 0.200
C -2.11 -1.88 0.75 0.016
C -0.79 -2.39 1.24 0.008
C 0.41 -2.36 0.30 0.012
C 1.30 -1.17 0.39 0.078
C 2.52 -1.26 1.02 0.012
C 3.42 -0.20 1.14 0.112
C 2.94 1.09 0.73 0.066
C 1.59 1.20 0.43 -0.009
N 0.84 0.11 0.16 0.181
H -2.93 -0.09 0.38 0.003
H -2.32 -2.34 -0.30 0.005
H -2.98 -2.12 1.42 0.006
H -1.04 -3.42 1.48 0.001
H -0.47 -1.78 2.14 0.000
H 0.06 -2.53 -0.74 0.004
H 1.07 -3.17 0.64 0.000
H 2.84 -2.27 1.34 0.000
H 4.43 -0.29 1.46 0.005
H 3.67 1.90 0.44 0.002
H 1.01 2.19 0.30 0.002
F -0.76 3.70 -2.99 0.003
B 0.16 3.22 -2.10 0.006
F -0.05 3.50 -0.74 0.003
F 1.44 3.49 -2.51 0.011
F 0.04 1.64 -2.12 0.198
Se -5.30 2.03 -1.67 0.935
C -3.56 1.70 -1.54 0.112
N -2.48 1.39 -1.15 0.239
```

***

Record 4
This record from the Open Molecules 2025 dataset describes C8H19AlB2NO8 as an isolated structure at a distorted geometry. The level of theory is ωB97M-V/def2-TZVPD.

The highest occupied orbital energy is -0.190 hartree. The calculation puts the electronic energy at -34426.2153 eV. Its strongest force on any atom is 8.57 eV Å⁻¹. Its charge is -1. As for the spin multiplicity: 1.

```
39
Properties=species:S:1:pos:R:3:mulliken_charge:R:1
C 3.73 -0.82 1.59 -0.821
B 2.09 -0.66 1.25 0.533
O 1.19 -1.30 2.28 -0.472
C 1.52 0.16 -0.06 0.327
O 0.31 0.90 0.40 -0.417
Al -1.23 -0.12 0.02 -0.691
C -2.05 -0.92 1.74 -0.332
C -2.27 0.35 2.78 -0.388
C -0.97 0.56 3.81 0.398
O -0.62 -0.39 4.70 -0.544
O -0.10 1.78 3.76 -0.538
B -2.82 0.73 -0.97 0.883
O -3.07 0.33 -2.40 -0.565
O -3.79 1.71 -0.41 -0.656
O -0.24 -1.25 -1.13 -0.433
C 1.11 -0.66 -1.42 0.633
N 1.89 -1.95 -1.74 -0.857
C 1.29 0.17 -2.83 -1.015
C 0.37 1.52 -2.96 0.107
O -0.51 1.38 -4.15 -0.560
H 4.02 -1.93 1.28 0.248
H 4.33 -0.02 0.96 0.188
H 3.91 -0.69 2.76 0.210
H 0.75 -2.10 1.85 0.283
H 2.24 1.03 -0.40 -0.072
H -1.39 -1.77 2.22 0.138
H -3.09 -1.38 1.43 0.249
H -3.22 0.19 3.47 0.341
H -2.40 1.38 2.20 0.160
H 0.50 1.60 2.95 0.364
H -3.00 -0.68 -2.47 0.265
H -4.62 1.66 -1.01 0.269
H 1.77 -2.66 -0.98 0.330
H 1.36 -2.35 -2.57 0.321
H 1.00 -0.52 -3.75 0.324
H 2.42 0.52 -2.97 0.229
H -0.21 1.83 -1.98 0.087
H 1.10 2.44 -3.20 0.182
H -1.33 1.95 -4.06 0.292
```

***

Record 5
This record from the Open Molecules 2025 dataset describes one molecule with the formula C4H9NO2 at a distorted geometry. The level of theory is ωB97M-V/def2-TZVPD.

The highest occupied orbital energy is -0.347 hartree. The value obtained for the relative energy (zero: lowest compared OMol25 entry of this formula, charge and spin) is 29.8 kcal/mol. The calculation puts the electronic energy at -9878.7664 eV. Its strongest force on any atom is 2.80 eV Å⁻¹. As for the spin multiplicity: 1. Its SMILES is CN[C@@H](C)C(=O)O.

```
16
Properties=species:S:1:pos:R:3:mulliken_charge:R:1
C -1.56 1.21 -0.56 -0.843
N -1.26 0.49 0.68 -0.397
C -0.35 -0.63 0.39 0.138
C -0.66 -1.77 -0.65 -1.189
C 1.01 -0.01 0.09 0.366
O 1.54 0.04 -0.99 -0.548
O 1.57 0.58 1.16 -0.455
H -2.50 1.76 -0.48 0.387
H -0.77 1.91 -0.81 0.252
H -1.74 0.59 -1.45 0.266
H -2.12 0.08 1.04 0.311
H -0.16 -1.18 1.31 0.372
H -1.63 -2.19 -0.36 0.361
H 0.14 -2.47 -0.48 0.388
H -0.87 -1.29 -1.60 0.248
H 2.20 1.22 0.78 0.345
```

***

Copy entry 4 word for word.
This record from the Open Molecules 2025 dataset describes C8H19AlB2NO8 as an isolated structure at a distorted geometry. The level of theory is ωB97M-V/def2-TZVPD.

The highest occupied orbital energy is -0.190 hartree. The calculation puts the electronic energy at -34426.2153 eV. Its strongest force on any atom is 8.57 eV Å⁻¹. Its charge is -1. As for the spin multiplicity: 1.

```
39
Properties=species:S:1:pos:R:3:mulliken_charge:R:1
C 3.73 -0.82 1.59 -0.821
B 2.09 -0.66 1.25 0.533
O 1.19 -1.30 2.28 -0.472
C 1.52 0.16 -0.06 0.327
O 0.31 0.90 0.40 -0.417
Al -1.23 -0.12 0.02 -0.691
C -2.05 -0.92 1.74 -0.332
C -2.27 0.35 2.78 -0.388
C -0.97 0.56 3.81 0.398
O -0.62 -0.39 4.70 -0.544
O -0.10 1.78 3.76 -0.538
B -2.82 0.73 -0.97 0.883
O -3.07 0.33 -2.40 -0.565
O -3.79 1.71 -0.41 -0.656
O -0.24 -1.25 -1.13 -0.433
C 1.11 -0.66 -1.42 0.633
N 1.89 -1.95 -1.74 -0.857
C 1.29 0.17 -2.83 -1.015
C 0.37 1.52 -2.96 0.107
O -0.51 1.38 -4.15 -0.560
H 4.02 -1.93 1.28 0.248
H 4.33 -0.02 0.96 0.188
H 3.91 -0.69 2.76 0.210
H 0.75 -2.10 1.85 0.283
H 2.24 1.03 -0.40 -0.072
H -1.39 -1.77 2.22 0.138
H -3.09 -1.38 1.43 0.249
H -3.22 0.19 3.47 0.341
H -2.40 1.38 2.20 0.160
H 0.50 1.60 2.95 0.364
H -3.00 -0.68 -2.47 0.265
H -4.62 1.66 -1.01 0.269
H 1.77 -2.66 -0.98 0.330
H 1.36 -2.35 -2.57 0.321
H 1.00 -0.52 -3.75 0.324
H 2.42 0.52 -2.97 0.229
H -0.21 1.83 -1.98 0.087
H 1.10 2.44 -3.20 0.182
H -1.33 1.95 -4.06 0.292
```

***

Q: strongest force on any atom of number 2 (C27H14Cl65F3N4O6S)?
A: 1.91 eV Å⁻¹

***

Q: Which value of spin multiplicity does entry 5 give?
A: 1